Record 1
The following is a DFT calculation (ωB97M-V with the def2-TZVPD basis set) of a molecular structure, C2H8ClFeO2 in a non-equilibrium geometry.

<S²>: 12.017
Total energy, eV: -53194.47290
Multiplicity: 7
Charge: +1

```
14
Properties=species:S:1:pos:R:3:lowdin_spin:R:1
Fe 0.90487 3.07372 -0.25351 5.074
Cl -0.21378 1.12145 0.41258 0.699
C 2.34484 -1.47187 1.96109 0.019
O 3.68633 -1.33233 2.41441 0.073
H 1.75656 -1.53439 2.87659 0.001
H 2.01801 -0.67603 1.29184 0.005
H 2.26873 -2.38359 1.36857 0.010
H 3.78566 -1.78857 3.25321 0.000
C -2.94065 0.97751 -2.45519 0.015
O -2.57835 -0.05816 -1.58542 0.089
H -2.13106 1.14652 -3.16518 0.008
H -3.80778 0.70840 -3.05832 0.001
H -3.23189 1.92989 -2.01219 0.004
H -1.86150 0.28745 -1.04849 0.003
```

---

Record 2
The following is a DFT calculation (ωB97M-V with the def2-TZVPD basis set) of 2 unconnected molecules or ions with the total composition C9H17P in a non-equilibrium geometry.

Total energy, eV: -18892.68463

```
27
Properties=species:S:1:pos:R:3:lowdin_charge:R:1
C -0.11858 -1.97858 -1.96654 -0.068
C 0.90153 -2.01476 0.44155 -0.162
C 2.21899 -1.71158 0.36030 -0.136
C 0.03661 -1.66762 -0.65610 -0.217
C 3.22941 -2.03323 1.45715 -0.105
C -1.47806 2.85654 0.26066 -0.132
C -0.36414 1.98410 -1.88118 -0.106
C -2.17006 0.09269 1.53581 -0.354
C -0.74975 1.65442 -0.31896 -0.628
P -1.81203 0.14976 -0.28153 1.002
H -1.00481 -1.68553 -2.64655 0.067
H 0.38229 -2.74601 -2.42791 0.005
H 0.34398 -2.38357 1.26477 0.091
H 2.46868 -1.35000 -0.57356 0.071
H 2.84219 -2.70009 2.19941 0.048
H 4.15747 -2.61403 0.98754 0.110
H 3.65526 -1.15513 1.97825 0.066
H -1.32862 2.95685 1.33950 0.086
H -1.07263 3.68197 -0.19854 0.048
H -2.43558 2.78001 0.04226 0.017
H 0.39697 2.74179 -1.82009 0.064
H -1.25971 2.40964 -2.25718 0.049
H -0.05704 1.13246 -2.39413 0.023
H -2.38929 -0.92634 1.73502 0.001
H -3.21386 0.41893 1.65752 0.031
H -1.48257 0.63349 2.14548 0.024
H 0.30334 1.47384 0.01705 0.104
```

---

Record 3
The following is a DFT calculation (ωB97M-V with the def2-TZVPD basis set) of a single C22H21N3O3S molecule in a non-equilibrium geometry.

Total energy, eV: -44603.61023
SMILES string: C=CCSc1nnc(CCCCCN2C(=O)c3cccc4cccc(c34)C2=O)o1

```
50
Properties=species:S:1:pos:R:3:lowdin_charge:R:1
C 5.72511 1.62868 -0.13149 -0.016
C 4.48520 1.99228 -0.39374 -0.232
C 3.25611 1.21338 -0.08398 -0.450
S 3.59485 -0.37320 0.76661 1.028
C 1.95824 -0.78410 1.08310 -0.676
N 0.90868 -0.02218 1.02539 0.072
N -0.14923 -0.81048 1.33010 0.133
C 0.29997 -1.99835 1.55286 -0.351
C -0.46701 -3.22362 1.85197 -0.099
C -0.43885 -4.21086 0.67244 -0.182
C -1.13596 -3.66036 -0.57412 -0.185
C -0.22454 -2.82322 -1.48184 -0.147
C -0.98597 -1.75218 -2.26949 -0.112
N -1.19324 -0.52805 -1.49865 0.070
C -0.19692 0.42905 -1.57027 -0.376
O 0.83202 0.21146 -2.18501 0.078
C -0.45498 1.70804 -0.89099 -0.085
C 0.41139 2.76862 -1.05138 -0.010
C 0.20970 3.96012 -0.34866 -0.056
C -0.84552 4.08798 0.51636 -0.013
C -1.76789 3.03509 0.68629 -0.147
C -2.88122 3.12576 1.54734 -0.015
C -3.76541 2.08478 1.66151 -0.056
C -3.58687 0.91713 0.91386 0.013
C -2.50593 0.79038 0.06736 -0.079
C -1.57339 1.83828 -0.04611 -0.062
C -2.34877 -0.42667 -0.74065 -0.366
O -3.18939 -1.30475 -0.76829 0.079
O 1.65316 -2.05315 1.42699 0.083
H 6.56473 2.24902 -0.39203 0.055
H 5.94824 0.69302 0.35399 0.026
H 4.27673 2.93508 -0.88458 0.101
H 2.58298 1.77566 0.56594 0.080
H 2.71692 0.95455 -0.99884 0.063
H -0.03137 -3.70207 2.73223 0.124
H -1.49355 -2.92960 2.06997 0.129
H 0.59571 -4.47397 0.44146 0.116
H -0.94921 -5.11868 0.99864 0.110
H -1.98961 -3.06139 -0.26007 0.090
H -1.52731 -4.49425 -1.16011 0.115
H 0.28487 -3.47848 -2.19119 0.120
H 0.55363 -2.32439 -0.90581 0.098
H -0.41168 -1.46930 -3.15444 0.123
H -1.96835 -2.12492 -2.56480 0.130
H 1.24445 2.66924 -1.73042 0.117
H 0.90093 4.77854 -0.48662 0.106
H -0.99006 5.00229 1.07407 0.114
H -3.02641 4.03384 2.11511 0.114
H -4.61326 2.16344 2.32572 0.105
H -4.29172 0.10246 0.98426 0.121
```

---

Record 4
The following is a DFT calculation (ωB97M-V with the def2-TZVPD basis set) of 11 unconnected molecules or ions with the total composition C33H66O33 in a non-equilibrium geometry.

Total energy, eV: -102855.84157
SMILES string: COC(=O)OC.COC(=O)OC.COC(=O)OC.COC(=O)OC.COC(=O)OC.COC(=O)OC.COC(=O)OC.COC(=O)OC.COC(=O)OC.COC(=O)OC.COC(=O)OC

```
132
Properties=species:S:1:pos:R:3:lowdin_charge:R:1
C -5.17018 -24.02470 -10.05237 -0.011
O -5.63339 -24.20435 -8.66921 -0.059
C -6.32907 -25.41860 -8.52394 -0.511
O -6.71885 -26.14393 -9.38658 0.127
O -6.45707 -25.64413 -7.13628 -0.072
C -7.52966 -26.59972 -6.74451 -0.006
H -4.76849 -23.01853 -10.13636 0.095
H -6.10367 -24.14322 -10.62315 0.100
H -4.41934 -24.81273 -10.29030 0.096
H -7.22962 -27.58365 -7.13279 0.082
H -8.49858 -26.28760 -7.09939 0.087
H -7.57018 -26.62967 -5.64071 0.096
C 1.73609 -25.64701 -2.50927 -0.029
O 1.37698 -26.63106 -3.46118 0.017
C 2.30486 -27.15188 -4.18997 -0.701
O 3.45456 -27.07661 -3.99112 0.162
O 1.75910 -27.84465 -5.18596 -0.024
C 2.70548 -28.61405 -5.98629 0.001
H 2.29211 -24.74720 -2.94832 0.117
H 2.50456 -26.06575 -1.83819 0.097
H 0.78621 -25.39044 -2.06532 0.091
H 2.00998 -29.11395 -6.74452 0.105
H 3.25320 -29.21067 -5.32810 0.070
H 3.48515 -28.02046 -6.44034 0.090
C -6.82811 -30.46973 -9.32478 0.004
O -6.40253 -30.12311 -10.68319 0.002
C -6.65330 -30.99809 -11.63131 -0.623
O -7.15768 -32.04682 -11.45567 0.150
O -6.22588 -30.47476 -12.84491 -0.043
C -6.61813 -31.22906 -13.99662 -0.048
H -6.95381 -31.54614 -9.19941 0.096
H -7.73550 -29.98669 -8.98656 0.095
H -6.04654 -30.24765 -8.65284 0.056
H -5.97556 -30.95133 -14.87738 0.112
H -7.65674 -31.11125 -14.05791 0.075
H -6.35076 -32.31580 -13.88550 0.106
C -2.46624 -22.13915 -0.84841 -0.045
O -2.21899 -22.90031 -2.02455 0.012
C -2.87776 -24.02092 -2.19053 -0.663
O -2.66534 -24.80583 -3.07797 0.103
O -3.78220 -24.21275 -1.22959 -0.016
C -4.87225 -24.97829 -1.79003 -0.033
H -1.81375 -21.26835 -0.91097 0.097
H -2.12549 -22.65227 0.06505 0.101
H -3.50656 -21.88362 -0.67373 0.092
H -5.54457 -25.23742 -1.01017 0.075
H -4.48165 -25.84084 -2.41542 0.114
H -5.49362 -24.36456 -2.51945 0.099
C -2.95136 -31.22955 -10.41620 -0.005
O -1.71128 -30.63018 -10.80030 0.061
C -0.81084 -30.67075 -9.87228 -0.675
O -0.77909 -31.19222 -8.78233 0.117
O 0.25365 -30.04605 -10.31756 -0.027
C 1.43962 -30.06337 -9.50489 -0.019
H -2.94478 -32.29104 -10.50870 0.098
H -3.68758 -30.86179 -11.05470 0.068
H -3.24351 -31.00649 -9.42111 0.082
H 1.77002 -31.09482 -9.34539 0.106
H 1.33504 -29.39565 -8.65079 0.060
H 2.17299 -29.74718 -10.21588 0.086
C -3.96039 -28.12196 -8.16648 -0.037
O -2.59712 -28.47269 -8.38873 -0.004
C -1.70034 -27.99404 -7.51489 -0.642
O -0.54740 -28.18876 -7.66617 0.139
O -2.21593 -27.24925 -6.55724 -0.024
C -1.32923 -26.77800 -5.56717 -0.013
H -4.52667 -28.25256 -9.10021 0.094
H -4.00591 -26.98693 -7.95597 0.116
H -4.41797 -28.61944 -7.33915 0.085
H -0.94207 -25.79954 -5.97193 0.116
H -0.46063 -27.50397 -5.39172 0.104
H -1.87088 -26.67289 -4.62634 0.081
C -5.68059 -19.83307 -3.12106 -0.052
O -5.51602 -20.40971 -4.43471 -0.006
C -5.02352 -21.69933 -4.38585 -0.636
O -4.61776 -22.21088 -3.38756 0.119
O -5.01163 -22.16899 -5.55962 0.046
C -4.63003 -23.57365 -5.67649 0.041
H -5.64622 -18.73858 -3.14960 0.089
H -4.91260 -20.22829 -2.42081 0.087
H -6.68415 -20.05883 -2.70205 0.098
H -3.70511 -23.67782 -5.11593 0.088
H -4.44257 -23.67650 -6.75482 0.087
H -5.47962 -24.13779 -5.27402 0.103
C -1.70659 -33.01085 -5.44886 -0.032
O -1.56366 -33.88069 -4.33669 0.023
C -2.21417 -33.56541 -3.27823 -0.634
O -2.95073 -32.61937 -3.16721 0.118
O -1.94471 -34.52201 -2.32982 -0.006
C -2.46723 -34.18216 -1.02574 -0.047
H -1.45795 -31.97893 -5.16791 0.104
H -2.71990 -33.02872 -5.84874 0.093
H -1.08072 -33.43313 -6.28926 0.116
H -2.66541 -35.11848 -0.50168 0.092
H -3.30988 -33.53985 -1.03898 0.068
H -1.71586 -33.60134 -0.44381 0.103
C -0.43970 -27.30867 -10.71283 -0.012
O -0.40993 -25.86819 -10.88103 -0.001
C -1.18481 -25.20503 -10.03351 -0.643
O -1.86058 -25.66254 -9.16257 0.134
O -1.09874 -23.87649 -10.24820 -0.023
C -1.74402 -23.09523 -9.18378 0.014
H 0.29665 -27.44815 -9.91257 0.086
H 0.00980 -27.74718 -11.64597 0.119
H -1.38059 -27.72035 -10.53832 0.061
H -2.66579 -23.57571 -9.00644 0.049
H -1.70339 -22.12883 -9.72279 0.117
H -1.11806 -23.10404 -8.32689 0.079
C 0.80670 -22.08314 -4.55898 -0.047
O 1.17850 -23.35710 -5.03952 -0.023
C 1.68304 -23.48113 -6.28634 -0.600
O 2.29786 -22.66614 -6.89157 0.152
O 1.53701 -24.75717 -6.66777 -0.014
C 1.90740 -25.15692 -7.99914 0.000
H -0.21732 -21.84960 -4.76012 0.079
H 1.44929 -21.24797 -4.83686 0.098
H 0.74916 -22.25260 -3.46040 0.101
H 1.76507 -26.18835 -7.94909 0.060
H 2.90519 -24.88246 -8.42496 0.120
H 1.11623 -24.74296 -8.66855 0.099
C -1.85736 -25.18185 -13.84692 -0.035
O -3.26106 -25.35333 -13.96366 -0.005
C -3.86252 -26.02026 -12.99976 -0.612
O -3.32194 -26.53033 -12.02965 0.104
O -5.16095 -26.04796 -13.30674 0.010
C -5.88179 -26.95339 -12.42247 -0.013
H -1.59702 -24.77395 -14.85123 0.102
H -1.32111 -26.17738 -13.55088 0.130
H -1.68565 -24.36137 -13.12215 0.096
H -6.80069 -27.28150 -12.93133 0.105
H -6.02700 -26.40533 -11.48373 0.058
H -5.28576 -27.84501 -12.17749 0.086
```

---

Record 5
The following is a DFT calculation (ωB97M-V with the def2-TZVPD basis set) of 2 unconnected molecules or ions with the total composition CH5N2O in a non-equilibrium geometry.

<S²>: 0.787
Total energy, eV: -6142.57319
Multiplicity: 2

```
9
Properties=species:S:1:pos:R:3:lowdin_spin:R:1
O 2.55725 -0.58459 -0.22180 0.011
H 1.71906 -0.53734 0.36804 0.004
N 0.18931 0.48386 -0.21182 0.621
C -1.08183 -0.01928 0.16489 -0.005
N -2.09395 0.71086 0.51420 0.342
H 0.24418 1.47029 -0.17825 0.020
H 2.28465 -0.83835 -1.08518 0.001
H -0.87900 -1.02048 0.01266 -0.010
H -2.93967 0.33502 0.63727 0.016
```

---

Record 6
The following is a DFT calculation (ωB97M-V with the def2-TZVPD basis set) of 2 unconnected molecules or ions with the total composition C3H7FO in a non-equilibrium geometry.

Total energy, eV: -7986.14600

```
12
Properties=species:S:1:pos:R:3:lowdin_charge:R:1
C -1.02657 -0.64656 1.08548 -0.074
C 1.21330 0.64096 -0.92365 -0.102
C -0.82399 -0.37265 -0.40526 -0.216
O 1.53468 1.26444 0.22234 -0.061
F -1.71402 0.56165 -0.86070 -0.065
H -1.14067 -1.70400 1.38176 0.077
H -1.95525 -0.21533 1.25829 0.042
H -0.26923 -0.21460 1.74633 0.068
H 1.71999 -0.32124 -1.17574 0.089
H 0.87582 1.26348 -1.70207 0.056
H -0.80065 -1.21349 -1.13672 0.100
H 2.38659 0.95734 0.50995 0.087
```